{
  "formula": "C15H20N2O",
  "method": "ωB97M-V/def2-TZVPD",
  "homo_ev": -7.9,
  "de_lowest_kcal_mol": 0.0,
  "smiles": "CCCCNC(=O)c1cc2c(C)cc(C)cc2[nH]1",
  "energy_ev": -20908.7822,
  "spin_multiplicity": 1,
  "symbols": ["C", "C", "C", "H", "H", "C", "N", "C", "O", "C", "C", "C", "C", "C", "C", "C", "C", "N", "H", "H", "C", "H", "H", "H", "H", "C", "H", "H", "H", "H", "H", "H", "H", "H", "H", "H", "H", "H"],
  "xyz": [[4.913, 2.279, -0.511], [3.763, 2.236, -1.512], [3.745, 0.961, -2.358], [4.690, 0.873, -2.897], [2.943, 1.039, -3.096], [3.534, -0.325, -1.554], [2.276, -0.340, -0.846], [1.208, -1.053, -1.273], [1.245, -1.804, -2.237], [-0.017, -0.888, -0.479], [-0.335, -0.123, 0.618], [-1.691, -0.391, 0.933], [-2.565, 0.076, 1.930], [-3.847, -0.421, 1.927], [-4.304, -1.358, 0.983], [-3.455, -1.823, 0.002], [-2.151, -1.336, -0.017], [-1.119, -1.613, -0.853], [-1.107, -2.244, -1.638], [-3.787, -2.543, -0.731], [-5.723, -1.836, 1.067], [-6.412, -0.999, 0.963], [-5.937, -2.561, 0.286], [-5.910, -2.301, 2.034], [-4.545, -0.081, 2.681], [-2.097, 1.074, 2.943], [-2.895, 1.325, 3.637], [-1.762, 1.985, 2.450], [-1.256, 0.672, 3.508], [0.308, 0.553, 1.148], [2.160, 0.298, -0.078], [3.510, -1.177, -2.237], [4.349, -0.469, -0.839], [3.852, 3.089, -2.188], [2.812, 2.342, -0.985], [4.809, 1.507, 0.246], [4.936, 3.243, -0.008], [5.863, 2.136, -1.020]],
  "forces_ev_per_a": [[-0.22, 0.09, -0.11], [0.20, -0.14, -0.11], [-0.16, -0.01, 0.23], [0.04, 0.00, -0.08], [0.03, -0.06, -0.08], [0.19, 0.01, -0.38], [0.03, 0.17, 0.17], [0.30, 0.05, 0.05], [-0.14, -0.06, -0.08], [-0.34, 0.16, 0.32], [0.32, -0.14, -0.31], [-0.38, -0.35, -0.25], [-0.11, -0.06, -0.02], [0.15, 0.12, 0.08], [0.11, -0.16, -0.25], [-0.23, -0.04, 0.07], [-0.02, 0.41, 0.52], [0.28, -0.12, -0.28], [0.02, 0.04, 0.03], [-0.09, -0.09, -0.07], [0.03, 0.01, -0.01], [-0.10, 0.01, -0.01], [-0.07, -0.05, -0.03], [-0.07, -0.05, 0.04], [-0.06, 0.07, 0.11], [-0.02, -0.07, -0.08], [-0.01, 0.04, 0.06], [0.04, 0.10, 0.03], [0.07, 0.03, 0.09], [0.19, 0.12, 0.06], [-0.12, -0.09, 0.00], [0.10, 0.07, 0.16], [-0.04, -0.06, -0.06], [-0.11, 0.03, 0.04], [-0.07, 0.09, -0.05], [0.07, -0.08, 0.13], [0.07, 0.04, 0.10], [0.14, -0.03, 0.00]]
}

=====

{
  "formula": "C15H20N4OS",
  "method": "ωB97M-V/def2-TZVPD",
  "homo_ev": -7.8,
  "de_lowest_kcal_mol": 22.8,
  "smiles": "CCCCSc1nnc(-c2ccc(NC(C)=O)cc2)n1C",
  "energy_ev": -34723.3603,
  "spin_multiplicity": 1,
  "symbols": ["C", "C", "C", "C", "H", "H", "S", "C", "N", "N", "C", "N", "C", "H", "H", "H", "C", "C", "C", "C", "C", "C", "H", "H", "N", "C", "O", "C", "H", "H", "H", "H", "H", "H", "H", "H", "H", "H", "H", "H", "H"],
  "xyz": [[-5.035, -4.602, 1.946], [-5.070, -3.667, 3.149], [-3.697, -3.089, 3.498], [-3.176, -2.163, 2.414], [-3.869, -1.347, 2.213], [-2.960, -2.685, 1.484], [-1.601, -1.404, 2.944], [-1.145, -0.711, 1.422], [-1.831, -0.769, 0.311], [-1.125, -0.128, -0.626], [-0.022, 0.329, -0.090], [0.021, -0.023, 1.241], [1.053, 0.155, 2.219], [2.023, 0.200, 1.723], [1.034, -0.691, 2.908], [0.893, 1.070, 2.795], [0.984, 1.078, -0.818], [1.737, 2.094, -0.232], [2.672, 2.783, -0.977], [2.878, 2.479, -2.322], [2.111, 1.479, -2.917], [1.176, 0.794, -2.170], [0.571, 0.025, -2.624], [2.255, 1.247, -3.959], [3.846, 3.210, -3.014], [4.258, 3.087, -4.313], [3.826, 2.276, -5.096], [5.335, 4.094, -4.664], [5.626, 3.955, -5.701], [6.205, 3.954, -4.027], [4.960, 5.107, -4.531], [4.299, 3.926, -2.463], [3.247, 3.573, -0.513], [1.575, 2.377, 0.796], [-3.772, -2.532, 4.435], [-2.986, -3.904, 3.653], [-5.440, -4.216, 4.017], [-5.765, -2.848, 2.953], [-4.312, -5.399, 2.104], [-4.766, -4.065, 1.040], [-6.013, -5.053, 1.793]],
  "forces_ev_per_a": [[-0.11, 0.15, 0.16], [0.20, -0.08, -0.02], [-0.06, 0.14, 0.04], [0.29, 0.12, -0.03], [-0.04, -0.08, -0.08], [-0.11, 0.03, -0.01], [-0.19, -0.22, 0.34], [0.01, 0.06, -0.05], [-0.48, -0.54, 0.83], [0.68, 0.69, -0.91], [-0.39, -0.23, 0.20], [-0.63, -0.20, -0.53], [0.28, 0.12, 0.33], [-0.05, -0.03, 0.09], [0.09, 0.04, -0.06], [0.08, -0.04, -0.02], [0.33, 0.17, -0.19], [-0.09, -0.11, -0.15], [0.10, 0.02, -0.12], [-0.29, -0.23, 0.15], [0.06, 0.04, -0.21], [0.02, 0.07, 0.34], [-0.04, -0.09, -0.06], [0.01, -0.01, -0.01], [0.10, 0.27, 0.35], [0.35, 0.37, 0.02], [-0.12, -0.19, -0.17], [-0.05, -0.14, -0.21], [-0.02, -0.02, 0.01], [0.07, 0.03, 0.06], [0.01, 0.09, 0.03], [-0.04, -0.12, -0.20], [0.05, 0.08, 0.04], [-0.01, 0.01, 0.10], [0.03, -0.05, 0.05], [0.02, -0.02, 0.06], [-0.06, 0.07, 0.01], [-0.07, 0.02, 0.08], [0.08, -0.11, -0.03], [0.03, -0.01, -0.14], [-0.05, -0.08, -0.09]]
}

=====

{
  "formula": "C15H20N4OS",
  "method": "ωB97M-V/def2-TZVPD",
  "homo_ev": -8.0,
  "de_lowest_kcal_mol": 45.5,
  "smiles": "C=C(C)CNC(=S)N/N=C(\\C)c1cccc(NC(C)=O)c1",
  "energy_ev": -34722.3754,
  "spin_multiplicity": 1,
  "symbols": ["C", "C", "C", "H", "H", "H", "C", "N", "C", "N", "N", "C", "C", "C", "C", "C", "C", "C", "H", "H", "H", "N", "C", "O", "C", "H", "H", "H", "H", "H", "C", "H", "H", "H", "H", "S", "H", "H", "H", "H", "H"],
  "xyz": [[-1.110, -1.299, 3.407], [-2.200, -1.728, 2.793], [-2.758, -3.102, 2.996], [-3.767, -3.047, 3.406], [-2.136, -3.671, 3.682], [-2.812, -3.639, 2.049], [-2.972, -0.807, 1.867], [-3.856, -1.497, 0.958], [-3.631, -1.941, -0.286], [-2.523, -1.629, -1.007], [-1.458, -0.948, -0.564], [-0.482, -0.661, -1.340], [0.626, 0.076, -0.725], [1.357, 1.016, -1.443], [2.399, 1.718, -0.844], [2.722, 1.469, 0.488], [1.993, 0.533, 1.201], [0.953, -0.159, 0.612], [0.391, -0.895, 1.163], [2.247, 0.342, 2.232], [3.532, 2.006, 0.949], [3.080, 2.656, -1.626], [4.126, 3.468, -1.287], [4.653, 3.493, -0.200], [4.561, 4.348, -2.442], [3.739, 4.987, -2.758], [4.875, 3.736, -3.285], [5.393, 4.968, -2.122], [2.734, 2.739, -2.572], [1.100, 1.232, -2.471], [-0.408, -1.036, -2.797], [-1.132, -0.464, -3.380], [-0.633, -2.096, -2.924], [0.587, -0.855, -3.190], [-2.551, -1.999, -1.957], [-4.772, -2.881, -1.047], [-4.711, -1.864, 1.353], [-2.272, -0.205, 1.287], [-3.593, -0.137, 2.474], [-0.562, -1.923, 4.091], [-0.731, -0.302, 3.259]],
  "forces_ev_per_a": [[0.04, 0.00, 0.03], [-0.07, -0.04, -0.12], [0.16, 0.03, 0.01], [-0.13, -0.08, 0.01], [0.01, -0.05, 0.07], [-0.08, -0.08, -0.03], [0.30, 0.45, 0.32], [0.17, 0.07, -0.01], [-0.42, -0.06, 0.06], [0.26, -0.22, -0.89], [0.50, 0.44, 0.49], [-0.57, -0.35, -0.26], [0.47, 0.29, 0.36], [-0.06, -0.11, 0.12], [-0.06, -0.18, 0.31], [0.14, 0.13, 0.04], [-0.12, -0.02, -0.11], [-0.05, -0.05, -0.10], [-0.04, -0.08, 0.06], [0.04, -0.02, 0.10], [0.02, 0.01, 0.00], [-0.26, -0.08, -0.37], [0.05, 0.24, -0.45], [0.11, -0.01, 0.26], [0.15, 0.05, 0.20], [-0.06, 0.04, -0.07], [0.00, -0.02, -0.10], [-0.01, -0.02, 0.02], [0.15, 0.06, 0.18], [-0.01, 0.00, -0.14], [-0.18, -0.01, 0.18], [-0.03, -0.01, -0.09], [-0.01, -0.05, -0.07], [0.01, -0.02, -0.04], [-0.05, 0.08, 0.31], [-0.41, -0.38, -0.29], [0.09, 0.02, -0.25], [-0.22, -0.01, 0.30], [0.03, -0.07, -0.09], [0.07, -0.17, 0.17], [0.07, 0.26, -0.11]]
}

=====

{
  "formula": "C15H20N8OPtS2",
  "method": "ωB97M-V/def2-TZVPD",
  "homo_ev": -5.7,
  "de_lowest_kcal_mol": 30.9,
  "energy_ev": -54760.8014,
  "spin_multiplicity": 1,
  "symbols": ["Pt", "C", "C", "N", "N", "C", "N", "S", "C", "C", "C", "C", "C", "N", "H", "H", "H", "H", "H", "H", "H", "H", "H", "H", "C", "C", "C", "C", "C", "H", "H", "H", "H", "H", "H", "H", "H", "H", "H", "N", "C", "N", "C", "N", "O", "S", "N"],
  "xyz": [[-0.512, -0.314, -0.399], [4.307, -0.003, -1.417], [2.815, -0.051, -1.229], [2.195, -0.027, -0.124], [2.864, 0.041, 1.028], [2.215, 0.080, 2.239], [3.089, 0.137, 3.280], [0.587, 0.099, 2.462], [1.954, -0.169, -2.437], [2.498, -0.139, -3.716], [1.676, -0.323, -4.817], [0.326, -0.547, -4.618], [-0.151, -0.548, -3.319], [0.641, -0.347, -2.263], [4.865, -0.068, -0.484], [4.607, 0.921, -1.914], [4.636, -0.839, -2.034], [3.875, 0.110, 1.025], [4.032, -0.203, 3.179], [2.673, 0.034, 4.190], [3.554, 0.021, -3.861], [2.093, -0.302, -5.815], [-0.355, -0.718, -5.438], [-1.197, -0.717, -3.098], [-2.563, 1.190, 1.060], [-2.063, 2.076, -0.080], [-2.945, 1.886, -1.342], [-2.041, 3.548, 0.323], [-0.744, 1.520, -0.462], [-3.650, 1.245, 1.159], [-2.094, 1.488, 1.999], [-1.871, -0.623, 1.686], [-3.945, 2.249, -1.110], [-3.027, 0.835, -1.615], [-2.544, 2.455, -2.186], [-3.049, 3.886, 0.568], [-1.668, 4.165, -0.496], [-1.405, 3.713, 1.195], [-0.007, 2.228, -0.861], [-0.112, -5.878, 2.347], [-0.027, -5.300, 1.349], [0.112, -4.721, 0.162], [-0.128, -3.486, -0.006], [-0.324, -2.372, -0.304], [-4.768, -0.301, 0.132], [-3.579, -1.256, 0.071], [-2.169, -0.217, 0.803]],
  "forces_ev_per_a": [[-0.61, 0.05, -0.90], [0.00, -0.04, 0.00], [0.22, 0.03, -0.28], [0.06, -0.01, 0.16], [0.25, 0.06, 0.30], [0.23, -0.02, 0.17], [-0.11, -0.06, -0.06], [0.18, 0.14, 0.37], [0.13, -0.04, -0.14], [-0.03, -0.01, -0.05], [-0.02, 0.00, 0.04], [0.05, 0.00, 0.04], [-0.03, 0.02, -0.09], [-0.07, -0.10, 0.44], [-0.03, 0.01, -0.09], [-0.01, 0.00, 0.00], [0.00, 0.00, -0.02], [-0.16, 0.01, 0.02], [0.00, -0.01, -0.02], [0.00, 0.01, 0.01], [0.05, 0.00, 0.04], [0.00, 0.00, 0.00], [0.01, 0.00, -0.01], [0.02, 0.01, 0.00], [-0.05, -0.20, 0.04], [-0.02, 0.10, 0.47], [0.08, 0.00, -0.11], [0.08, 0.01, -0.01], [-0.25, 0.01, -0.59], [-0.02, -0.08, -0.02], [-0.01, 0.13, -0.03], [-0.42, -0.16, 0.05], [0.00, 0.02, 0.01], [-0.03, -0.01, 0.05], [0.00, 0.01, 0.01], [0.00, 0.00, 0.01], [-0.01, 0.00, -0.01], [-0.01, -0.01, 0.01], [-0.02, 0.03, -0.03], [0.02, -0.01, 0.03], [-0.02, 0.00, -0.10], [0.11, -0.03, 0.12], [-0.13, 0.06, -0.15], [0.03, -0.04, 0.21], [-0.02, -0.03, 0.08], [-0.16, 0.09, -0.16], [0.73, 0.01, 0.18]]
}